# 1
Density functional theory data (wB97M-V/def2-TZVPD) for a single C7H7F3N2O molecule at a distorted geometry.

Last column: natural (NBO) charge in e.
CARTESIAN COORDINATES (ANGSTROEM)
C: -1.83 -2.52 -0.43  -0.41
N: -1.04 -1.33 -0.41  -0.26
N: 0.22 -1.45 -0.67  -0.15
C: 0.81 -0.33 -0.40  0.07
C: 2.29 -0.04 -0.34  0.96
F: 2.64 1.11 -0.89  -0.30
F: 2.64 0.01 0.99  -0.34
F: 3.12 -1.06 -0.80  -0.32
C: -0.12 0.71 0.11  -0.24
C: -0.07 2.25 -0.16  -0.36
C: 0.42 1.67 1.15  -0.38
C: -1.42 -0.05 0.07  0.67
O: -2.55 0.26 0.35  -0.57
H: -1.67 -3.01 -1.40  0.22
H: -1.66 -3.08 0.40  0.20
H: -2.85 -2.03 -0.23  0.23
H: -1.05 2.56 0.02  0.24
H: 0.65 2.68 -0.86  0.24
H: 1.55 1.70 1.41  0.25
H: -0.07 1.94 2.09  0.24

## Properties
DFT total energy: -20550.7229 eV
HOMO-LUMO gap: 0.349 Ha
Structure (SMILES): CN1N=C(C(F)(F)F)C2(CC2)C1=O
Energy relative to the best compared isomer or geometry (same formula, charge and spin): 15.27 kcal per mole
E_LUMO: 0.343 eV

***

# 2
Density functional theory data (wB97M-V/def2-TZVPD) for a single C7H7F3O molecule at a distorted geometry.

Last column: natural (NBO) charge in e.
CARTESIAN COORDINATES (ANGSTROEM)
C: -1.24 -1.63 1.03  -0.63
C: -0.66 -0.35 0.48  0.22
C: -1.12 0.12 -0.84  -0.19
C: -0.70 1.37 -1.01  -0.24
C: 0.17 1.65 0.21  0.03
O: -0.30 0.79 1.24  -0.48
C: 1.53 0.89 -0.22  0.10
F: 2.60 1.03 0.62  -0.34
C: 1.05 -0.58 -0.23  0.65
F: 0.97 -1.10 -1.46  -0.34
F: 1.73 -1.49 0.48  -0.32
H: -2.08 -1.54 1.54  0.22
H: -0.57 -2.08 1.61  0.23
H: -1.58 -2.37 0.28  0.23
H: -1.64 -0.47 -1.55  0.23
H: -0.63 2.13 -1.74  0.23
H: 0.46 2.55 0.69  0.22
H: 2.00 1.08 -1.12  0.18

## Properties
DFT total energy: -17569.3102 eV
HOMO-LUMO gap: 0.359 Ha
Structure (SMILES): C[C@@]12C=C[C@@H](O1)[C@@H](F)C2(F)F
Energy relative to the best compared isomer or geometry (same formula, charge and spin): 13.78 kcal per mole
E_LUMO: 0.918 eV

***

# 3
Density functional theory data (wB97M-V/def2-TZVPD) for a single C7H7F4NO molecule at a distorted geometry.

Last column: natural (NBO) charge in e.
CARTESIAN COORDINATES (ANGSTROEM)
N: -0.42 1.57 -0.16  -0.83
C: -0.43 0.15 -0.35  -0.15
C: 0.94 -0.38 -0.16  0.26
C: 1.73 -1.08 -1.04  -0.30
C: 3.02 -1.00 -0.41  -0.29
C: 2.93 -0.14 0.63  0.06
O: 1.63 0.13 0.90  -0.41
C: -1.63 -0.42 0.57  0.62
F: -1.91 -1.71 0.30  -0.31
F: -1.33 -0.31 1.85  -0.31
C: -2.83 0.43 0.23  0.50
F: -2.78 0.92 -1.06  -0.34
F: -3.93 -0.40 0.24  -0.33
H: -0.45 1.72 0.84  0.36
H: 0.28 2.01 -0.67  0.38
H: -0.82 0.11 -1.40  0.24
H: 1.55 -1.50 -2.00  0.24
H: 3.96 -1.29 -0.79  0.22
H: 3.46 -0.15 1.57  0.20
H: -2.99 1.33 0.91  0.16

## Properties
DFT total energy: -21778.2529 eV
HOMO-LUMO gap: 0.360 Ha
Structure (SMILES): N[C@@H](c1ccco1)C(F)(F)C(F)F
Energy relative to the best compared isomer or geometry (same formula, charge and spin): 4.48 kcal per mole
E_LUMO: 0.877 eV

***

# 4
Density functional theory data (wB97M-V/def2-TZVPD) for a molecular structure, C7H7HgO5S at a distorted geometry.

Last column: natural (NBO) charge in e.
CARTESIAN COORDINATES (ANGSTROEM)
O: 4.08 -4.04 -0.04  -0.49
C: 3.10 -3.52 -0.40  0.49
Hg: -0.59 -0.39 -1.65  0.76
C: -2.39 1.66 -1.40  0.46
O: -3.19 2.50 -1.46  -0.41
C: -1.51 -1.09 -3.78  0.40
O: -2.24 -1.05 -4.72  -0.33
C: -2.22 -1.92 0.05  0.45
O: -2.75 -2.75 0.61  -0.43
C: 1.37 1.44 -2.49  0.45
O: 2.26 2.01 -2.92  -0.43
H: -0.44 -1.54 -2.90  0.06
C: 1.54 1.86 2.30  -0.71
S: 0.48 0.93 1.15  0.11
C: -0.53 0.06 2.33  -0.76
H: 2.31 2.41 1.74  0.24
H: 2.02 1.16 3.00  0.23
H: 0.91 2.58 2.85  0.23
H: -0.32 -1.01 2.29  0.22
H: -0.29 0.44 3.32  0.25
H: -1.58 0.23 2.12  0.22

## Properties
DFT total energy: -32606.7542 eV
HOMO-LUMO gap (spin up / spin down): 0.222 / 0.222 Ha
Energy relative to the best compared isomer or geometry (same formula, charge and spin): 55.82 kcal per mole
E_LUMO (spin up / spin down): -5.821 / -5.825 eV
Total charge: +1

***

# 5
Density functional theory data (wB97M-V/def2-TZVPD) for a molecular structure, C7H7IOP2 at a distorted geometry.

Last column: natural (NBO) charge in e.
CARTESIAN COORDINATES (ANGSTROEM)
C: -2.91 -1.15 -0.05  -0.19
C: -1.69 -1.76 -0.32  -0.21
C: -2.96 0.20 0.23  -0.21
C: -0.53 -1.02 -0.32  -0.19
C: -1.80 0.95 0.23  -0.17
C: -0.57 0.35 -0.04  -0.08
C: 0.62 1.14 -0.03  0.01
O: 1.85 0.54 -0.10  -0.74
P: 2.83 1.93 -0.11  0.61
P: 0.83 2.84 0.08  0.14
I: 6.56 -0.90 0.11  -0.10
H: -3.81 -1.74 -0.05  0.22
H: -1.66 -2.82 -0.54  0.22
H: -3.91 0.67 0.44  0.22
H: 0.42 -1.49 -0.53  0.22
H: -1.82 2.01 0.45  0.22
H: 3.07 1.91 1.28  -0.05
H: 5.47 -1.66 -0.71  0.10

## Properties
DFT total energy: -36096.9912 eV
HOMO-LUMO gap: 0.291 Ha
Energy relative to the best compared isomer or geometry (same formula, charge and spin): 0.00 kcal per mole
E_LUMO: -0.240 eV

***

# 6
Density functional theory data (wB97M-V/def2-TZVPD) for a molecular structure, C7H7MgO6S at a distorted geometry.

Last column: natural (NBO) charge in e.
CARTESIAN COORDINATES (ANGSTROEM)
O: -3.16 -0.56 -4.28  -0.54
C: -2.77 0.48 -4.56  0.54
Mg: -1.12 -0.20 0.12  1.66
O: 0.30 -1.24 -2.76  -0.37
C: -0.25 -0.56 -1.96  0.12
C: -1.44 1.84 -1.27  0.32
O: -1.76 2.98 -1.49  -0.41
C: -3.04 -1.11 -0.90  0.39
O: -3.89 -1.63 -1.47  -0.35
C: -0.75 0.93 -2.26  0.12
O: -0.44 1.42 -3.33  -0.41
H: -1.67 1.36 -0.10  -0.15
C: 1.84 0.99 2.68  -0.79
S: 1.80 -0.32 1.42  1.23
C: 2.51 -1.67 2.38  -0.80
O: 0.27 -0.66 1.42  -1.15
H: 2.88 1.30 2.77  0.26
H: 1.48 0.57 3.63  0.25
H: 1.22 1.83 2.32  0.26
H: 2.64 -1.35 3.40  0.25
H: 1.88 -2.55 2.31  0.28
H: 3.48 -1.86 1.94  0.26

## Properties
DFT total energy: -35926.5167 eV
HOMO-LUMO gap (spin up / spin down): 0.259 / 0.219 Ha
Energy relative to the best compared isomer or geometry (same formula, charge and spin): 4.11 kcal per mole
E_LUMO (spin up / spin down): -5.057 / -5.238 eV
Total charge: +1

***

# 7
Density functional theory data (wB97M-V/def2-TZVPD) for a molecular structure, C7H7MnO6S at a distorted geometry.

Last column: natural (NBO) charge in e.
CARTESIAN COORDINATES (ANGSTROEM)
O: -1.19 -2.71 -0.55  -0.27
C: -0.45 -1.95 -1.02  0.56
Mn: 0.76 -0.54 -1.68  -0.03
O: 2.55 -1.33 0.55  -0.26
C: 1.99 -0.96 -0.39  0.67
C: 1.20 1.29 -1.37  0.52
O: 1.78 2.16 -0.80  -0.16
C: -0.02 1.26 -2.31  0.38
O: -0.64 2.22 -2.68  -0.16
C: 1.68 -1.09 -3.12  0.65
O: 2.28 -1.31 -4.09  -0.19
H: -0.31 0.10 -2.61  0.16
C: -0.64 -1.03 2.32  -0.79
S: -1.36 0.07 1.10  1.49
C: -1.46 1.56 2.09  -0.78
O: -0.19 0.48 0.16  -0.69
H: -1.37 -1.09 3.13  0.33
H: 0.31 -0.61 2.65  0.31
H: -0.51 -2.02 1.87  0.29
H: -0.44 1.76 2.45  0.31
H: -1.80 2.35 1.42  0.31
H: -2.18 1.38 2.90  0.32

## Properties
Spin multiplicity: 4
DFT total energy: -61771.2676 eV
Expectation value of S²: 3.8188
HOMO-LUMO gap (spin up / spin down): 0.283 / 0.221 Ha
E_LUMO (spin up / spin down): -14.755 / -17.456 eV
Total charge: +3

***

# 8
Density functional theory data (wB97M-V/def2-TZVPD) for 3 unconnected molecules or ions with the total composition C7H7N at a distorted geometry.

Last column: natural (NBO) charge in e.
CARTESIAN COORDINATES (ANGSTROEM)
C: -0.55 0.65 0.18  -0.10
C: -1.78 -0.16 0.11  -0.24
C: -1.46 -1.44 -0.13  -0.23
C: 0.09 -1.57 -0.43  -0.15
C: 0.70 -0.26 -0.24  -0.12
C: 2.14 -0.10 -0.06  -0.03
C: 3.45 -0.05 -0.07  -0.25
H: 0.25 2.94 0.57  0.36
H: -1.76 2.48 -0.94  0.36
H: -0.72 0.56 1.46  0.25
H: -2.76 0.25 0.15  0.23
H: -2.29 -2.45 0.00  0.23
H: 0.64 -2.53 -0.38  0.23
H: 4.49 -0.34 0.28  0.26
N: -0.43 2.03 -0.50  -0.80

## Properties
DFT total energy: -8851.8705 eV
HOMO-LUMO gap: 0.288 Ha
Energy relative to the best compared isomer or geometry (same formula, charge and spin): 224.93 kcal per mole
E_LUMO: -0.426 eV

***

# 9
Density functional theory data (wB97M-V/def2-TZVPD) for a gas-phase ion, C7H7N2O (charge +1) at a distorted geometry.

Last column: natural (NBO) charge in e.
CARTESIAN COORDINATES (ANGSTROEM)
N: -2.61 -0.17 0.96  -0.70
C: -1.78 -0.14 0.01  0.52
N: -1.80 -0.10 -1.27  -0.51
C: -0.40 -0.20 -0.43  0.06
C: 0.55 -1.29 -0.53  -0.27
C: 1.86 -1.11 -0.21  -0.12
C: 2.48 0.21 0.20  -0.12
C: 1.63 1.27 0.35  -0.27
C: 0.21 1.24 0.02  0.51
O: -0.49 2.19 0.24  -0.47
H: -2.09 -0.35 1.91  0.46
H: -3.57 0.02 0.81  0.45
H: -2.38 0.10 -2.09  0.47
H: 0.29 -2.28 -0.74  0.25
H: 2.59 -1.94 -0.34  0.25
H: 3.47 0.38 0.44  0.24
H: 2.04 2.17 0.66  0.24

## Properties
DFT total energy: -12390.0011 eV
HOMO-LUMO gap: 0.302 Ha
Structure (SMILES): [NH2+]=C1N[C@]12C=CC=CC2=O
Energy relative to the best compared isomer or geometry (same formula, charge and spin): 61.63 kcal per mole
E_LUMO: -5.138 eV
Total charge: +1

***

# 10
Density functional theory data (wB97M-V/def2-TZVPD) for a gas-phase ion, C7H7N2O (charge +1) at a distorted geometry.

Last column: natural (NBO) charge in e.
CARTESIAN COORDINATES (ANGSTROEM)
C: -0.05 1.79 -0.81  -0.12
C: 1.17 -1.57 0.48  0.16
C: 0.30 0.52 -0.38  -0.05
C: -0.92 0.17 0.49  0.61
C: -1.28 2.17 -0.20  0.44
C: 1.33 -0.55 -0.58  -0.54
C: -1.02 -1.18 1.11  -0.36
N: 0.20 -1.84 1.24  -0.36
N: -1.89 3.24 -0.37  -0.43
O: -1.77 1.12 0.59  -0.38
H: 0.58 2.42 -1.40  0.28
H: 1.94 -2.21 0.68  0.21
H: 2.43 -0.08 -0.54  0.29
H: 1.13 -1.12 -1.52  0.29
H: -1.69 -1.26 2.02  0.28
H: -1.61 -1.72 0.23  0.29
H: -2.87 3.10 -0.06  0.38

## Properties
DFT total energy: -12390.2032 eV
HOMO-LUMO gap: 0.290 Ha
Energy relative to the best compared isomer or geometry (same formula, charge and spin): 56.97 kcal per mole
E_LUMO: -6.486 eV
Total charge: +1

***

# 11
Density functional theory data (wB97M-V/def2-TZVPD) for 2 unconnected molecules or ions with the total composition C7H7N2O2S at a distorted geometry.

Last column: natural (NBO) charge in e.
CARTESIAN COORDINATES (ANGSTROEM)
C: 2.62 -1.09 -1.11  -0.04
C: 3.42 -0.58 -0.15  -0.45
C: 0.93 -0.15 0.02  0.16
C: -1.61 -0.32 0.07  0.27
C: -0.38 2.03 -0.43  0.98
C: -2.81 -0.06 0.97  -0.64
C: -0.36 0.14 0.56  -0.55
N: 1.29 -0.85 -1.01  -0.55
N: -1.74 -1.07 -0.95  -0.73
O: 0.03 2.73 0.42  -0.63
O: -0.76 1.78 -1.50  -0.60
S: 2.37 0.24 1.06  0.20
H: 3.13 -1.60 -1.83  0.18
H: 4.41 -0.52 0.11  0.21
H: -3.35 0.80 0.74  0.21
H: -2.55 0.21 1.91  0.20
H: -3.57 -0.90 0.98  0.21
H: -0.18 0.48 1.61  0.22
H: -0.91 -1.28 -1.47  0.36

## Properties
DFT total energy: -25283.2055 eV
HOMO-LUMO gap: 0.234 Ha
Energy relative to the best compared isomer or geometry (same formula, charge and spin): 6.10 kcal per mole
E_LUMO: 3.177 eV
Total charge: -1

***

# 12
Density functional theory data (wB97M-V/def2-TZVPD) for a molecular structure, C7H7N2O3PS at a distorted geometry.

Last column: natural (NBO) charge in e.
CARTESIAN COORDINATES (ANGSTROEM)
O: -2.85 -0.04 -0.15  -1.12
P: -2.05 -0.72 -1.18  2.35
O: -1.44 -2.08 -0.63  -0.99
O: -2.91 -1.02 -2.47  -0.98
C: -0.59 0.22 -1.68  -0.83
C: 0.33 0.30 -0.48  -0.02
C: 1.39 -0.64 -0.37  -0.19
C: 2.22 -0.61 0.70  -0.19
C: 2.01 0.37 1.69  0.06
N: 2.72 0.54 2.81  -0.61
S: 2.10 1.75 3.61  0.95
N: 0.88 2.16 2.61  -0.62
C: 0.96 1.32 1.59  0.16
C: 0.10 1.26 0.45  -0.20
H: -1.88 -2.26 0.21  0.52
H: -3.82 -0.75 -2.26  0.52
H: -0.91 1.21 -1.97  0.26
H: -0.08 -0.25 -2.52  0.25
H: 1.52 -1.37 -1.14  0.22
H: 3.02 -1.32 0.81  0.23
H: -0.72 1.94 0.36  0.23

## Properties
DFT total energy: -36622.1043 eV
HOMO-LUMO gap: 0.316 Ha
E_LUMO: -0.501 eV

***

# 13
Density functional theory data (wB97M-V/def2-TZVPD) for 2 unconnected molecules or ions with the total composition C7H7N3 at a distorted geometry.

Last column: natural (NBO) charge in e.
CARTESIAN COORDINATES (ANGSTROEM)
C: 1.44 1.55 -0.61  0.22
C: -3.02 -0.29 0.27  0.08
C: -1.66 -0.36 0.67  0.06
C: -1.99 1.35 -0.63  0.33
C: 2.05 -1.17 0.48  -0.36
C: 1.63 -0.13 1.18  -0.26
C: 1.05 1.09 0.61  -0.22
N: 1.79 1.89 -1.61  -0.33
N: -3.13 0.75 -0.55  -0.52
N: -1.10 0.67 0.06  -0.49
H: -3.91 -0.84 0.33  0.22
H: -1.03 -1.10 1.13  0.23
H: -1.85 2.22 -1.23  0.21
H: 2.40 -2.07 0.96  0.19
H: 2.01 -1.26 -0.60  0.20
H: 1.68 -0.35 2.19  0.21
H: 0.53 1.86 1.09  0.23

## Properties
Spin multiplicity: 3
DFT total energy: -11837.0354 eV
Expectation value of S²: 2.0348
HOMO-LUMO gap (spin up / spin down): 0.296 / 0.250 Ha
Energy relative to the best compared isomer or geometry (same formula, charge and spin): 10.25 kcal per mole
E_LUMO (spin up / spin down): 0.733 / -3.129 eV